DFT (ωB97M-V with the def2-TZVPD basis set) results for a 3-piece molecular cluster, C16H34INO6 overall.

Values from the calculation:
E: -39015.8217 eV
Maximum force: 5.39 eV/A
Structure (SMILES): CCCCO[C@H]1C[C@@H](I)C(=O)N1.COCCOC.COCCOC
Frontier orbital gap: 9.508 eV
Relative energy (zero: lowest compared OMol25 entry of this formula, charge and spin): 0.0000 eV

Cartesian coordinates (Å):
C1 6.71 -2.92 0.06
C2 5.52 -3.77 0.56
C3 4.22 -3.01 0.44
C4 3.01 -3.89 0.82
O1 1.96 -3.22 1.51
C5 1.53 -2.05 0.93
C6 1.15 -2.03 -0.55
C7 0.83 -0.52 -0.61
I1 -0.41 0.02 -2.25
C8 0.13 -0.32 0.75
O2 -0.41 0.62 1.13
N1 0.29 -1.50 1.47
H1 6.36 -2.11 -0.56
H2 7.22 -2.51 0.92
H3 7.43 -3.53 -0.47
H4 5.46 -4.72 0.04
H5 5.73 -3.98 1.60
H6 4.26 -2.21 1.17
H7 4.10 -2.53 -0.52
H8 2.59 -4.31 -0.09
H9 3.39 -4.68 1.44
H10 2.25 -1.25 1.13
H11 1.86 -2.42 -1.25
H12 0.17 -2.49 -0.55
H13 1.82 -0.07 -0.64
H14 0.24 -1.39 2.47
C9 -1.65 5.64 -6.61
O3 -2.66 5.05 -5.80
C10 -2.96 3.72 -6.17
C11 -2.33 2.72 -5.21
O4 -0.91 2.72 -5.33
C12 -0.27 3.41 -4.27
H15 -1.38 6.59 -6.17
H16 -0.76 5.01 -6.67
H17 -2.04 5.82 -7.62
H18 -2.64 3.51 -7.19
H19 -4.05 3.61 -6.12
H20 -2.68 1.72 -5.47
H21 -2.63 2.94 -4.18
H22 -0.36 2.84 -3.34
H23 -0.67 4.41 -4.14
H24 0.79 3.49 -4.52
C13 -4.65 0.60 6.06
O5 -4.50 0.34 4.67
C14 -3.34 0.94 4.11
C15 -2.24 -0.06 3.90
O6 -1.71 -0.53 5.14
C16 -2.17 -1.83 5.48
H25 -5.46 -0.02 6.43
H26 -3.74 0.36 6.61
H27 -4.91 1.65 6.22
H28 -3.00 1.77 4.74
H29 -3.64 1.35 3.14
H30 -1.42 0.43 3.37
H31 -2.59 -0.90 3.28
H32 -1.73 -2.58 4.81
H33 -3.26 -1.90 5.43
H34 -1.85 -2.04 6.50

=====

DFT (ωB97M-V with the def2-TZVPD basis set) results for one molecule with the formula C16H17ClO3.

Values from the calculation:
E: -35532.4845 eV
Maximum force: 0.91 eV/A
Structure (SMILES): C=C(Cl)COc1ccc2c(CCCC)cc(=O)oc2c1
Frontier orbital gap: 8.640 eV
Relative energy (zero: lowest compared OMol25 entry of this formula, charge and spin): 0.1219 eV

Cartesian coordinates (Å):
C1 -6.03 -1.15 -0.30
C2 -5.70 0.09 -0.02
Cl1 -6.88 1.28 0.40
C3 -4.31 0.65 -0.02
O1 -3.39 -0.36 -0.37
C4 -2.08 -0.05 -0.44
C5 -1.22 -1.10 -0.81
C6 0.13 -0.90 -0.92
C7 0.71 0.35 -0.66
C8 2.12 0.65 -0.75
C9 3.14 -0.38 -1.14
C10 4.01 -0.85 0.03
C11 3.28 -1.71 1.07
C12 2.47 -0.90 2.08
C13 2.52 1.91 -0.46
C14 1.62 2.96 -0.06
O2 1.93 4.09 0.22
O3 0.29 2.63 0.01
C15 -0.16 1.39 -0.28
C16 -1.53 1.20 -0.18
H1 -7.05 -1.49 -0.29
H2 -5.27 -1.87 -0.56
H3 -4.08 1.05 0.99
H4 -4.25 1.49 -0.73
H5 -1.66 -2.07 -1.01
H6 0.75 -1.74 -1.20
H7 2.67 -1.24 -1.61
H8 3.80 0.08 -1.88
H9 4.82 -1.45 -0.40
H10 4.45 0.01 0.52
H11 2.62 -2.42 0.56
H12 4.03 -2.29 1.61
H13 3.11 -0.17 2.57
H14 2.06 -1.56 2.84
H15 1.65 -0.38 1.60
H16 3.56 2.19 -0.51
H17 -2.13 2.04 0.12

=====

DFT (ωB97M-V with the def2-TZVPD basis set) results for an isolated ion of composition C3H8NOS and charge -1.

Values from the calculation:
E: -17611.1725 eV
Maximum force: 7.42 eV/A
Structure (SMILES): [O-]CNCCS
Frontier orbital gap: 5.570 eV
Net charge: -1
Relative energy (zero: lowest compared OMol25 entry of this formula, charge and spin): 3.8338 eV

Cartesian coordinates (Å):
O1 0.96 1.66 1.37
C1 0.12 0.60 1.69
N1 -0.84 0.18 0.69
C2 -0.81 -0.18 -0.66
C3 0.63 -0.03 -0.90
S1 1.16 -0.78 -2.58
H1 0.62 -0.17 2.10
H2 -0.57 0.99 2.55
H3 -1.84 0.20 1.20
H4 -0.96 -1.23 -0.88
H5 -1.43 0.42 -1.50
H6 1.00 1.04 -0.82
H7 1.10 -0.68 -0.14
H8 0.88 -2.02 -2.12